Computed, not measured: C19H28AuN4O3Se as an isolated structure, with ωB97M-V/def2-TZVPD.

The geometry in ORCA input format:
```
! wB97M-V def2-TZVPD RIJCOSX def2/J DEFGRID3
* xyz -1 1
Au 1.73 -0.81 0.52
N 0.03 0.21 -0.20
C 0.46 0.69 -1.56
C 1.30 -0.45 -2.19
O 0.66 -1.32 -2.81
N 2.57 -0.38 -1.86
C 3.35 -1.58 -2.04
C 3.70 -2.42 -0.78
O 4.31 -3.47 -0.98
O 3.39 -2.03 0.43
H -0.69 -0.51 -0.33
H -0.37 0.96 0.34
H 1.08 1.57 -1.41
H -0.41 0.92 -2.17
H 4.32 -1.33 -2.47
H 2.88 -2.29 -2.73
C -0.08 -1.24 -5.83
C -1.58 -1.50 -5.84
C -2.23 -1.70 -4.47
C -2.29 -3.14 -3.96
N -1.13 -3.59 -3.21
C -0.98 -3.43 -1.87
Se -2.20 -2.66 -0.73
N 0.21 -3.97 -1.53
C 0.73 -4.08 -0.17
C 0.13 -5.23 0.62
C 0.32 -6.62 0.02
C -0.72 -6.99 -1.04
C 0.86 -4.42 -2.66
C 2.11 -4.99 -2.84
C 2.45 -5.36 -4.13
C 1.57 -5.18 -5.20
C 0.32 -4.59 -5.02
C -0.01 -4.21 -3.73
H 0.30 -1.15 -6.85
H 0.48 -2.02 -5.32
H 0.14 -0.32 -5.29
H -1.81 -2.36 -6.48
H -2.06 -0.65 -6.33
H -3.27 -1.37 -4.53
H -1.73 -1.09 -3.71
H -2.44 -3.84 -4.78
H -3.13 -3.24 -3.27
H 0.53 -3.13 0.33
H 1.81 -4.18 -0.25
H -0.93 -5.03 0.79
H 0.61 -5.18 1.60
H 0.27 -7.35 0.82
H 1.33 -6.70 -0.40
H -1.73 -6.85 -0.64
H -0.62 -8.04 -1.33
H -0.63 -6.39 -1.94
H 2.82 -5.08 -2.03
H 3.42 -5.79 -4.32
H 1.87 -5.48 -6.20
H -0.34 -4.41 -5.86
*
```

Values from the calculation:
Frontier orbital gap in Ha: 0.249
Relative energy (zero: lowest compared OMol25 entry of this formula, charge and spin) in kcal/mol: 0.00
E_HOMO in eV: -4.10
LUMO level in eV: 2.67

---

Computed, not measured: a 14-piece molecular cluster, C54H104O42 overall at a distorted geometry, with ωB97M-V/def2-TZVPD.

The geometry in ORCA input format:
```
! wB97M-V def2-TZVPD RIJCOSX def2/J DEFGRID3
* xyz 0 1
C -0.20 8.10 1.40
C 0.79 7.18 0.76
O 1.90 7.18 1.59
C 1.51 7.78 2.78
O 2.25 7.95 3.78
O 0.30 8.18 2.72
H -1.18 7.65 1.51
H -0.27 9.11 1.01
H 1.07 7.46 -0.25
H 0.28 6.21 0.74
C -0.09 1.65 0.38
C 0.28 0.74 1.57
O 0.33 -0.48 0.93
C 0.01 -0.45 -0.39
O 0.12 -1.41 -1.15
O -0.35 0.76 -0.72
H 0.74 2.35 0.34
H -0.97 2.19 0.73
H -0.38 0.65 2.43
H 1.25 1.07 1.95
C 4.68 -1.25 7.03
C 4.50 -0.44 8.31
O 3.28 -0.71 8.90
C 2.18 -0.15 8.51
O 1.11 -0.29 9.09
O 2.31 0.59 7.38
C 1.20 1.28 6.85
H 3.79 -1.24 6.40
H 4.78 -2.33 7.12
H 5.61 -1.02 6.52
H 4.68 0.60 8.02
H 5.27 -0.80 9.00
H 0.29 0.68 6.90
H 1.38 1.71 5.86
H 1.13 2.15 7.50
C 3.53 4.71 -0.26
C 4.25 3.47 -0.78
O 3.51 2.42 -0.29
C 3.81 1.17 -0.73
O 4.65 0.83 -1.58
O 2.94 0.38 -0.11
C 3.28 -1.01 -0.11
H 3.68 4.98 0.79
H 2.46 4.70 -0.42
H 4.03 5.61 -0.64
H 5.30 3.32 -0.53
H 4.09 3.52 -1.86
H 2.96 -1.50 0.81
H 4.31 -1.30 -0.33
H 2.65 -1.41 -0.91
C 2.88 -1.76 -3.72
C 1.61 -1.14 -4.15
O 1.78 -0.47 -5.40
C 0.67 0.19 -5.93
O -0.46 0.07 -5.48
O 1.10 1.00 -6.90
C 0.18 1.98 -7.46
H 2.74 -2.57 -3.01
H 3.49 -0.94 -3.32
H 3.45 -2.16 -4.57
H 1.24 -0.55 -3.31
H 0.86 -1.93 -4.23
H 0.35 2.88 -6.87
H -0.81 1.53 -7.48
H 0.44 2.10 -8.51
C -0.72 3.18 -2.81
C -0.35 4.67 -3.11
O -1.33 5.56 -3.08
C -1.87 6.03 -1.91
O -1.51 5.75 -0.78
O -2.89 6.82 -2.20
C -3.75 7.35 -1.14
H -1.04 3.20 -1.77
H 0.21 2.61 -2.90
H -1.39 2.61 -3.45
H 0.11 4.72 -4.10
H 0.47 4.92 -2.43
H -4.31 8.26 -1.35
H -3.39 7.37 -0.11
H -4.52 6.62 -0.88
C 3.13 3.37 -4.56
C 4.49 3.56 -5.19
O 4.81 2.36 -5.85
C 5.58 1.45 -5.18
O 5.85 1.47 -4.03
O 5.82 0.44 -6.04
C 6.46 -0.81 -5.58
H 3.16 2.48 -3.93
H 2.37 3.32 -5.34
H 3.00 4.25 -3.93
H 5.19 3.71 -4.37
H 4.64 4.45 -5.80
H 7.47 -0.68 -5.21
H 6.59 -1.51 -6.40
H 5.86 -1.25 -4.78
C -0.77 -3.90 -3.37
C -1.84 -4.87 -3.00
O -1.26 -6.08 -2.53
C -2.05 -7.03 -2.03
O -3.26 -7.00 -1.83
O -1.18 -8.07 -1.78
C -1.74 -9.34 -1.40
H -0.14 -4.31 -4.17
H -0.04 -3.57 -2.63
H -1.33 -3.09 -3.84
H -2.50 -5.05 -3.85
H -2.42 -4.46 -2.18
H -2.73 -9.47 -1.83
H -1.82 -9.37 -0.32
H -1.06 -10.14 -1.71
C -4.14 2.64 1.19
C -4.87 4.06 1.17
O -3.95 5.09 1.43
C -3.96 5.76 2.59
O -4.71 5.60 3.53
O -2.97 6.74 2.55
C -2.72 7.53 3.67
H -4.90 1.97 0.79
H -3.87 2.34 2.20
H -3.28 2.66 0.52
H -5.78 3.98 1.77
H -5.35 4.30 0.22
H -2.32 8.46 3.26
H -1.85 7.07 4.15
H -3.58 7.75 4.30
C 3.82 2.60 4.38
C 3.64 4.10 3.90
O 2.35 4.54 4.28
C 1.34 4.19 3.62
O 1.24 3.79 2.46
O 0.31 4.29 4.47
C -1.01 3.99 4.07
H 3.62 2.44 5.44
H 4.77 2.13 4.14
H 3.20 1.83 3.90
H 3.78 4.19 2.82
H 4.33 4.81 4.36
H -1.37 4.62 3.26
H -1.61 4.24 4.95
H -1.28 2.95 3.88
C 3.06 -5.08 -0.68
C 1.64 -5.64 -0.85
O 1.39 -6.62 0.17
C 1.70 -7.90 -0.16
O 2.32 -8.25 -1.16
O 1.07 -8.68 0.75
C 1.26 -10.12 0.61
H 3.72 -5.90 -0.94
H 3.22 -4.93 0.39
H 3.14 -4.19 -1.29
H 1.41 -6.05 -1.83
H 0.90 -4.88 -0.63
H 0.79 -10.51 -0.29
H 0.73 -10.63 1.42
H 2.33 -10.33 0.67
C 1.21 -4.42 2.59
C 0.99 -3.36 3.70
O -0.38 -3.18 3.81
C -0.98 -2.00 4.18
O -0.41 -0.96 4.23
O -2.22 -2.21 4.52
C -3.09 -1.08 4.91
H 0.54 -5.27 2.50
H 2.25 -4.73 2.52
H 1.08 -3.99 1.60
H 1.51 -2.41 3.55
H 1.41 -3.69 4.65
H -2.66 -0.48 5.71
H -3.99 -1.57 5.28
H -3.33 -0.46 4.04
C -2.87 -1.53 -2.40
C -4.26 -1.76 -2.93
O -4.32 -2.86 -3.77
C -5.39 -3.10 -4.55
O -6.30 -2.31 -4.76
O -5.17 -4.36 -5.03
C -6.11 -5.10 -5.84
H -2.50 -2.33 -1.77
H -2.88 -0.70 -1.69
H -2.10 -1.29 -3.14
H -4.79 -0.87 -3.29
H -4.82 -1.96 -2.01
H -6.98 -5.53 -5.35
H -5.62 -5.92 -6.37
H -6.48 -4.29 -6.48
C -2.34 -3.93 1.30
C -3.71 -3.99 2.05
O -4.70 -3.35 1.29
C -5.32 -4.04 0.27
O -5.09 -5.14 -0.12
O -6.14 -3.15 -0.31
C -7.27 -3.58 -1.00
H -1.67 -4.53 1.92
H -2.11 -2.87 1.24
H -2.46 -4.32 0.29
H -3.81 -3.61 3.07
H -4.02 -5.04 2.07
H -7.27 -4.48 -1.61
H -7.54 -2.72 -1.62
H -8.06 -3.76 -0.26
*
```

Values from the calculation:
Frontier orbital gap in Ha: 0.392
E_HOMO in eV: -10.38
LUMO level in eV: 0.27

---

Computed, not measured: an isolated molecule of CH2S2 at a distorted geometry, with ωB97M-V/def2-TZVPD.

The geometry in ORCA input format:
```
! wB97M-V def2-TZVPD RIJCOSX def2/J DEFGRID3
* xyz 0 1
C -0.57 -0.88 -0.90
S -1.49 -1.60 -1.99
S -0.06 1.08 -1.14
H -0.35 -1.31 0.17
H 0.82 1.38 -0.19
*
```

Values from the calculation:
Frontier orbital gap in Ha: 0.316
Relative energy (zero: lowest compared OMol25 entry of this formula, charge and spin) in kcal/mol: 20.67
E_HOMO in eV: -9.24
LUMO level in eV: -0.64
SMILES string: S=CS

---

Computed, not measured: an isolated ion of composition C6H11Br2ClFNO4PS and charge +1 at a distorted geometry, with ωB97M-V/def2-TZVPD.

The geometry in ORCA input format:
```
! wB97M-V def2-TZVPD RIJCOSX def2/J DEFGRID3
* xyz 1 1
C 4.40 0.93 -0.74
O 3.24 1.03 -1.59
C 2.23 0.14 -1.25
S 0.91 1.16 -0.37
C 0.31 2.29 -1.74
O -0.35 1.91 -2.61
N 0.76 3.62 -1.60
C 0.58 3.97 -0.20
O -0.43 3.99 0.36
F 1.70 4.23 0.47
P -0.78 -0.05 0.35
O -1.00 -1.34 -0.80
Cl -0.06 -0.84 2.22
H 5.25 0.57 -1.36
H 4.69 1.93 -0.37
H 4.27 0.28 0.14
H 1.78 -0.19 -2.21
H 2.55 -0.71 -0.64
H 0.21 4.23 -2.20
H -0.94 -0.97 -1.71
Br -1.84 -2.36 1.04
C -3.72 -2.84 1.35
C -3.89 -3.56 2.66
Br -3.29 -5.40 2.54
H -4.04 -3.43 0.49
H -4.25 -1.89 1.36
H -4.94 -3.62 2.93
H -3.34 -3.10 3.48
*
```

Values from the calculation:
Frontier orbital gap in Ha: 0.282
Relative energy (zero: lowest compared OMol25 entry of this formula, charge and spin) in kcal/mol: 51.56
E_HOMO in eV: -12.41
LUMO level in eV: -4.75

---

Computed, not measured: an isolated molecule of C5H9NO4 at a distorted geometry, with ωB97M-V/def2-TZVPD.

The geometry in ORCA input format:
```
! wB97M-V def2-TZVPD RIJCOSX def2/J DEFGRID3
* xyz 0 1
C -1.32 -0.72 0.27
C -1.46 0.76 0.07
C 0.00 -1.17 -0.38
C 1.20 -0.95 0.60
C 2.31 0.01 0.04
H -3.30 -1.39 0.11
H -2.38 -1.47 -1.21
H -1.22 -0.90 1.33
H 0.14 -0.48 -1.22
H -0.11 -2.21 -0.72
H 1.63 -1.91 0.99
H 0.80 -0.40 1.47
H 1.09 1.51 -0.10
H -2.66 2.11 -0.12
N -2.36 -1.60 -0.22
O -0.52 1.52 0.02
O 3.44 -0.36 -0.20
O 2.05 1.27 -0.18
O -2.71 1.16 0.05
*
```

Values from the calculation:
Frontier orbital gap in Ha: 0.359
Relative energy (zero: lowest compared OMol25 entry of this formula, charge and spin) in kcal/mol: 16.49
E_HOMO in eV: -9.60
LUMO level in eV: 0.18
SMILES string: N[C@@H](CCC(=O)O)C(=O)O

---

Computed, not measured: C4H4NS as an isolated structure at a distorted geometry, with ωB97M-V/def2-TZVPD.

The geometry in ORCA input format:
```
! wB97M-V def2-TZVPD RIJCOSX def2/J DEFGRID3
* xyz 1 1
C 1.99 -0.96 -0.02
C 0.53 0.84 0.83
C 0.73 -0.34 -0.06
C -0.19 -0.60 -1.06
N 2.96 -1.55 0.12
S 1.41 1.88 -0.35
H -0.57 1.11 1.01
H 1.03 0.95 1.91
H -1.22 -0.23 -1.14
H -0.10 -1.39 -1.81
*
```

Values from the calculation:
Frontier orbital gap (alpha / beta) in Ha: 0.248 / 0.256
Relative energy (zero: lowest compared OMol25 entry of this formula, charge and spin) in kcal/mol: 84.15
E_HOMO (alpha / beta) in eV: -15.72 / -15.80
LUMO level (alpha / beta) in eV: -8.98 / -8.82

---

Computed, not measured: a 4-piece molecular cluster, C37H46F3O6PSi overall, with ωB97M-V/def2-TZVPD.

The geometry in ORCA input format:
```
! wB97M-V def2-TZVPD RIJCOSX def2/J DEFGRID3
* xyz 0 1
C -3.35 0.12 -5.74
C -2.28 0.96 -5.05
O -2.58 1.16 -3.65
P -3.28 2.54 -3.29
O -4.42 2.93 -4.13
C -3.67 2.39 -1.55
C -2.72 1.52 -0.70
C -2.22 2.22 0.57
C -3.19 2.04 1.74
C -4.56 2.64 1.48
O -5.52 1.91 1.35
C -4.72 4.13 1.37
C -5.99 4.62 1.05
C -6.20 5.99 0.93
C -5.14 6.88 1.12
C -3.89 6.40 1.45
C -3.68 5.03 1.59
O -0.87 1.80 0.87
C -0.67 0.88 1.88
O -1.20 -0.20 1.86
Si 0.59 1.44 3.22
C 2.21 1.64 2.29
C 0.05 3.06 3.97
C 0.82 0.11 4.49
O -2.13 3.66 -3.34
C -0.73 3.33 -3.23
C -0.01 4.46 -2.51
H -3.40 0.41 -6.79
H -4.32 0.37 -5.30
H -3.15 -0.94 -5.65
H -2.20 1.93 -5.55
H -1.29 0.49 -5.09
H -3.67 3.43 -1.19
H -4.71 2.05 -1.47
H -3.18 0.56 -0.46
H -1.82 1.30 -1.28
H -2.13 3.28 0.33
H -2.79 2.50 2.66
H -3.36 0.98 1.93
H -6.80 3.93 0.90
H -7.19 6.35 0.68
H -5.31 7.94 1.02
H -3.06 7.08 1.61
H -2.69 4.68 1.88
H 2.13 2.45 1.55
H 2.40 0.73 1.72
H 3.04 1.83 2.97
H 0.87 3.56 4.49
H -0.36 3.72 3.20
H -0.76 2.88 4.69
H 1.73 0.36 5.05
H 0.98 -0.88 4.05
H 0.01 0.05 5.23
H -0.32 3.20 -4.24
H -0.59 2.38 -2.71
H -0.14 4.39 -1.43
H 1.06 4.41 -2.74
H -0.41 5.41 -2.86
F 0.77 -2.09 6.59
C 1.77 -2.98 6.76
C 3.07 -2.52 6.73
C 4.10 -3.44 6.90
C 3.81 -4.79 7.11
C 2.49 -5.21 7.13
C 1.45 -4.31 6.96
H 3.27 -1.48 6.56
H 5.13 -3.11 6.88
H 4.61 -5.50 7.24
H 2.26 -6.26 7.29
H 0.42 -4.62 6.98
F 3.22 -2.47 2.11
C 2.96 -2.78 0.82
C 4.01 -3.06 -0.02
C 3.74 -3.38 -1.34
C 2.43 -3.39 -1.80
C 1.39 -3.09 -0.94
C 1.65 -2.78 0.39
H 5.03 -3.04 0.36
H 4.56 -3.61 -2.01
H 2.23 -3.62 -2.84
H 0.37 -3.09 -1.29
H 0.85 -2.55 1.09
F 5.07 -5.27 -3.52
C 4.83 -5.61 -4.81
C 5.91 -5.88 -5.63
C 5.65 -6.23 -6.95
C 4.35 -6.30 -7.42
C 3.29 -6.02 -6.56
C 3.53 -5.68 -5.24
H 6.91 -5.81 -5.25
H 6.48 -6.45 -7.61
H 4.16 -6.57 -8.45
H 2.27 -6.08 -6.93
H 2.72 -5.47 -4.56
*
```

Values from the calculation:
Frontier orbital gap in Ha: 0.341
E_HOMO in eV: -9.21
LUMO level in eV: 0.08
SMILES string: CCOP(=O)(CC[C@@H](CC(=O)c1ccccc1)OC(=O)[Si](C)(C)C)OCC.Fc1ccccc1.Fc1ccccc1.Fc1ccccc1

---

Computed, not measured: C14H19Cl3GeN3O3Pt as an isolated structure at a distorted geometry, with ωB97M-V/def2-TZVPD.

The geometry in ORCA input format:
```
! wB97M-V def2-TZVPD RIJCOSX def2/J DEFGRID3
* xyz -2 2
Pt -0.48 0.58 0.52
C 3.72 1.77 -0.75
C 2.29 1.59 -0.31
N 1.70 0.42 -0.39
O 2.48 -0.61 -0.97
C 1.57 2.68 0.22
C 2.24 4.00 0.52
N 0.27 2.56 0.46
O -0.42 3.52 0.98
H 3.96 0.99 -1.47
H 4.39 1.67 0.10
H 3.87 2.75 -1.21
H 2.19 -1.44 -0.54
H 3.24 3.86 0.90
H 1.63 4.52 1.27
H 2.28 4.64 -0.38
C -0.96 -1.11 3.08
C -0.24 0.07 2.48
O 0.59 0.70 3.11
H -0.91 -1.07 4.17
H -0.43 -2.01 2.74
H -1.98 -1.19 2.74
C -4.88 -0.16 0.22
C -4.27 0.18 -1.11
C -5.05 0.50 -2.20
C -4.48 0.80 -3.43
C -3.09 0.74 -3.55
C -2.27 0.42 -2.50
C -0.79 0.34 -2.69
C -2.84 0.13 -1.21
N -2.14 -0.25 -0.16
H -5.97 -0.17 0.17
H -4.56 0.55 0.98
H -4.53 -1.14 0.54
H -6.13 0.52 -2.09
H -5.09 1.06 -4.28
H -2.64 0.95 -4.52
H -0.50 0.78 -3.64
H -0.45 -0.70 -2.67
H -0.28 0.88 -1.87
Cl -0.10 -4.06 -2.32
Ge -0.40 -2.81 -0.34
Cl 1.77 -3.26 0.59
Cl -1.44 -4.56 0.83
*
```

Values from the calculation:
Frontier orbital gap (alpha / beta) in Ha: 0.204 / 0.207
Relative energy (zero: lowest compared OMol25 entry of this formula, charge and spin) in kcal/mol: 56.41
E_HOMO (alpha / beta) in eV: -0.82 / -0.89
LUMO level (alpha / beta) in eV: 4.74 / 4.74
<S²>: 0.789

---

Computed, not measured: a 3-piece molecular cluster, C4H13NO2 overall at a distorted geometry, with ωB97M-V/def2-TZVPD.

The geometry in ORCA input format:
```
! wB97M-V def2-TZVPD RIJCOSX def2/J DEFGRID3
* xyz 0 1
C 0.15 2.07 0.09
N 0.25 -0.94 0.73
C 0.23 -0.40 -0.58
C 0.22 0.90 -0.83
C 0.11 -1.41 -1.72
H 0.18 1.78 1.14
H 0.95 2.80 -0.06
H -0.81 2.61 -0.02
H -0.30 -0.47 1.43
H -0.03 -1.91 0.69
H 0.16 1.25 -1.86
H -0.18 -2.36 -1.26
H 0.98 -1.58 -2.35
H -0.69 -1.07 -2.38
H -3.05 0.17 -0.12
H -3.72 -1.19 -0.24
O -2.86 -0.78 -0.16
H 1.87 0.04 1.34
H 2.58 0.24 2.73
O 2.37 0.69 1.89
*
```

Values from the calculation:
Frontier orbital gap in Ha: 0.313
Relative energy (zero: lowest compared OMol25 entry of this formula, charge and spin) in kcal/mol: 16.56
E_HOMO in eV: -7.96
LUMO level in eV: 0.56
SMILES string: C/C=C(/C)N.O.O